1.
50
Properties=species:S:1:pos:R:3 method="wB97M-V/def2-TZVPD" relative_energy_kcal_mol=9.8 homo_energy_ev=-10.4 multiplicity=1 energy_ha=-9596.83387 e_lumo_ev=0.23
C 2.2522 2.5163 -3.4471
Cl 0.9866 1.2495 -3.5805
Cl 3.6530 1.9715 -4.3439
H 1.7901 3.4025 -3.8820
H 2.5166 2.6945 -2.4048
C 2.3369 -2.5195 -1.9205
Cl 1.0757 -3.5930 -2.5783
Cl 1.4700 -1.1246 -1.1371
H 2.8567 -3.1360 -1.1871
H 3.1030 -2.2430 -2.6449
C 2.4621 -2.5307 3.0320
Cl 3.2696 -2.8389 1.5205
Cl 2.9011 -3.8975 4.1164
H 2.7893 -1.6014 3.4984
H 1.3758 -2.4799 2.9575
C 0.2459 1.1345 1.1626
Cl 1.6735 0.6279 2.0895
Cl 0.7409 2.3820 -0.0444
H -0.2323 0.3462 0.5812
H -0.3906 1.6193 1.9028
C -1.5131 -4.0962 0.9483
Cl -0.9532 -2.4621 1.2245
Cl -1.8966 -4.4404 -0.7329
H -0.6615 -4.7138 1.2336
H -2.3525 -4.2971 1.6140
C -1.9932 -1.4280 -2.2927
Cl -1.8645 0.2459 -1.7196
Cl -2.2500 -1.4153 -4.0546
H -1.0016 -1.8552 -2.1435
H -2.7533 -1.9598 -1.7204
C -2.1959 3.7203 -2.3037
Cl -3.9779 3.6456 -2.2683
Cl -1.5805 3.5894 -3.9953
H -1.9559 4.7119 -1.9200
H -1.6806 2.9972 -1.6715
C -2.1961 0.8566 4.7992
Cl -3.5958 -0.0755 5.2955
Cl -0.9114 -0.2736 4.2652
H -2.4507 1.5486 3.9965
H -1.8203 1.3933 5.6702
C -4.0117 1.5083 0.5790
Cl -4.7300 1.1417 2.1804
Cl -2.8149 2.7793 0.8095
H -3.4795 0.6182 0.2435
H -4.7264 1.8161 -0.1842
C 4.4247 0.8938 -0.1725
Cl 4.7319 2.4216 -0.9620
Cl 5.0266 -0.4425 -1.1652
H 4.9477 0.8833 0.7837
H 3.3604 0.7089 -0.0271



2.
38
Properties=species:S:1:pos:R:3 method="wB97M-V/def2-TZVPD" total_charge=+3 homo_energy_ev="-19.7 / -19.5" multiplicity=3 energy_ha=-4145.50056 e_lumo_ev="-13.57 / -15.49"
C 0.2864 -2.0611 -1.9941
I -0.6261 -3.0179 1.3203
H -0.7483 -2.4028 -2.1636
H 0.7841 -2.9305 -1.5230
H 0.7622 -1.8084 -2.9564
Mo -0.0773 -0.9010 -0.2926
P -0.2064 0.6806 -2.1257
C 1.3668 1.1525 -2.9342
C -1.2641 0.1018 -3.5071
H -1.9957 2.2299 -1.5580
H -0.8992 2.8615 -2.8268
H -0.4038 2.9066 -1.1095
C -0.9504 2.3324 -1.8661
H -2.3054 0.0827 -3.1586
H -1.1479 0.8249 -4.3252
H 1.1010 1.7442 -3.8219
H 1.9308 0.2629 -3.2374
H -0.9688 -0.8981 -3.8426
H 1.9727 1.7611 -2.2497
C 1.9774 -1.0726 -0.4541
O 3.0970 -1.0310 -0.7963
Cl -2.4719 -0.3959 -0.2981
C 2.3212 -1.0128 2.6521
N 0.9669 -0.5902 2.9340
C 0.1882 -1.0748 3.9624
C -1.0215 -0.4526 3.8807
N -0.9680 0.4052 2.7979
C -1.9429 1.4303 2.4862
C 0.1828 0.1647 2.0848
Se 0.9115 1.3026 0.7031
H 2.3379 -1.9483 2.0670
H 2.8259 -1.1853 3.6169
H 2.8489 -0.2181 2.1047
H 0.5682 -1.7963 4.6678
H -1.8953 -0.5315 4.5133
H -2.7622 1.0256 1.8759
H -2.3325 1.8243 3.4381
H -1.4421 2.2351 1.9357